No. 1
{"formula": "C35H40KN4O4PSSe2", "method": "ωB97M-V/def2-TZVPD", "total_charge": -2, "homo_energy_ev": -1.50, "orbital_gap_ev": 5.6, "relative_energy_kcal_mol": 38.93, "species": ["K", "C", "C", "C", "C", "C", "C", "C", "C", "C", "S", "C", "N", "H", "H", "H", "H", "H", "H", "H", "H", "C", "Se", "C", "C", "Se", "C", "H", "H", "H", "H", "H", "H", "H", "H", "H", "H", "N", "C", "C", "O", "O", "H", "H", "H", "H", "O", "C", "O", "C", "P", "C", "C", "C", "C", "C", "C", "C", "C", "C", "C", "C", "C", "H", "H", "H", "H", "H", "H", "H", "H", "H", "H", "H", "H", "N", "C", "C", "C", "N", "C", "C", "H", "H", "H", "H", "H", "H"], "positions_angstrom": [[-0.897, 0.048, 0.494], [2.994, -1.833, -1.364], [2.928, -2.765, -0.192], [4.067, -3.557, 0.114], [4.000, -4.431, 1.142], [2.805, -4.561, 1.889], [2.705, -5.513, 2.928], [1.522, -5.616, 3.600], [0.438, -4.789, 3.287], [0.461, -3.810, 2.292], [-0.953, -2.826, 2.057], [1.715, -3.717, 1.545], [1.820, -2.826, 0.507], [3.802, -1.106, -1.239], [2.065, -1.293, -1.476], [3.194, -2.396, -2.282], [4.968, -3.448, -0.478], [4.852, -5.052, 1.405], [3.554, -6.148, 3.159], [1.414, -6.349, 4.394], [-0.485, -4.888, 3.845], [-6.136, -1.687, 0.031], [-4.845, -0.439, 0.817], [-3.786, -0.238, -0.829], [-4.057, 1.036, -1.621], [-3.580, 2.780, -0.836], [-4.049, 3.672, -2.521], [-6.804, -2.004, 0.832], [-5.630, -2.565, -0.370], [-6.724, -1.210, -0.753], [-4.053, -1.098, -1.444], [-2.739, -0.334, -0.574], [-5.120, 1.096, -1.864], [-3.488, 0.981, -2.554], [-3.380, 3.366, -3.326], [-3.943, 4.745, -2.356], [-5.081, 3.458, -2.803], [-0.443, 0.836, 3.267], [-1.903, 0.962, 3.470], [-2.448, 1.902, 2.384], [-2.394, 3.122, 2.586], [-2.867, 1.303, 1.346], [-0.052, 0.226, 3.975], [-0.033, 1.758, 3.376], [-2.165, 1.370, 4.454], [-2.353, -0.025, 3.356], [0.157, 1.360, -3.592], [0.294, 1.612, -2.392], [0.134, 0.837, -1.400], [0.732, 3.008, -1.894], [0.578, 2.851, -0.053], [2.258, 2.157, 0.380], [3.438, 2.845, 0.093], [4.671, 2.371, 0.516], [4.749, 1.193, 1.251], [3.592, 0.485, 1.534], [2.362, 0.956, 1.087], [0.943, 4.587, 0.528], [0.647, 5.725, -0.220], [0.819, 7.004, 0.302], [1.283, 7.176, 1.596], [1.561, 6.051, 2.367], [1.387, 4.783, 1.840], [0.074, 3.775, -2.301], [1.756, 3.210, -2.218], [3.387, 3.784, -0.447], [5.572, 2.929, 0.285], [5.710, 0.825, 1.593], [3.635, -0.448, 2.083], [1.485, 0.363, 1.301], [0.270, 5.621, -1.230], [0.586, 7.868, -0.310], [1.417, 8.170, 2.006], [1.905, 6.166, 3.389], [1.602, 3.919, 2.459], [-1.149, -5.161, -4.708], [-1.181, -4.156, -3.731], [-0.719, -2.875, -4.007], [-0.747, -1.918, -3.002], [-1.194, -2.167, -1.771], [-1.618, -3.401, -1.505], [-1.634, -4.421, -2.444], [-1.159, -4.816, -5.655], [-1.822, -5.898, -4.566], [-0.346, -2.618, -4.992], [-0.408, -0.903, -3.192], [-1.935, -3.577, -0.481], [-1.987, -5.410, -2.172]], "mulliken_charge": [0.95, -1.11, 0.80, -0.86, -0.91, 1.26, -0.75, -0.59, -0.61, 0.48, -0.40, -0.96, 0.35, 0.29, -0.16, 0.47, 0.43, 0.33, 0.29, 0.31, 0.42, -1.05, 0.32, 0.28, -0.89, 0.33, -1.14, 0.31, 0.25, 0.29, 0.64, -1.07, 0.43, 0.44, 0.29, 0.32, 0.29, -0.32, -0.74, 0.31, -0.75, -0.49, 0.23, 0.14, 0.36, 0.25, -0.82, -0.01, 0.07, -1.07, 1.18, 0.04, 0.08, -0.80, -0.50, -0.72, -0.08, 0.26, -0.25, -0.61, -0.47, -0.57, -0.59, 0.43, 0.37, 0.32, 0.37, 0.35, 0.46, 0.04, 0.20, 0.38, 0.34, 0.37, 0.21, -0.61, 1.02, -0.82, -0.30, 0.44, -0.65, -0.79, 0.23, 0.22, 0.35, 0.14, 0.40, 0.31]}

No. 2
{"formula": "C35H40KN4O4PSSe2", "method": "ωB97M-V/def2-TZVPD", "total_charge": -2, "homo_energy_ev": -1.44, "orbital_gap_ev": 5.2, "relative_energy_kcal_mol": 42.73, "species": ["K", "C", "C", "C", "C", "C", "C", "C", "C", "C", "S", "C", "N", "H", "H", "H", "H", "H", "H", "H", "H", "C", "Se", "C", "C", "Se", "C", "H", "H", "H", "H", "H", "H", "H", "H", "H", "H", "N", "C", "C", "O", "O", "H", "H", "H", "H", "O", "C", "O", "C", "P", "C", "C", "C", "C", "C", "C", "C", "C", "C", "C", "C", "C", "H", "H", "H", "H", "H", "H", "H", "H", "H", "H", "H", "H", "N", "C", "C", "C", "N", "C", "C", "H", "H", "H", "H", "H", "H"], "positions_angstrom": [[1.103, 0.026, -0.174], [1.914, 1.280, -3.382], [3.277, 0.969, -2.844], [4.308, 0.610, -3.734], [5.557, 0.348, -3.241], [5.804, 0.464, -1.858], [7.075, 0.257, -1.297], [7.238, 0.356, 0.067], [6.168, 0.670, 0.884], [4.887, 0.918, 0.384], [3.660, 1.392, 1.453], [4.686, 0.808, -1.033], [3.473, 1.043, -1.548], [1.986, 1.854, -4.307], [1.328, 1.843, -2.658], [1.372, 0.359, -3.595], [4.094, 0.532, -4.794], [6.368, 0.045, -3.897], [7.912, 0.008, -1.940], [8.216, 0.193, 0.508], [6.310, 0.736, 1.953], [-1.846, 4.634, 3.014], [-1.670, 2.904, 2.082], [0.251, 2.683, 2.271], [1.092, 3.679, 1.512], [1.181, 3.309, -0.412], [2.855, 4.257, -0.707], [-1.338, 5.411, 2.450], [-1.434, 4.574, 4.019], [-2.909, 4.860, 3.063], [0.457, 1.664, 1.937], [0.455, 2.753, 3.347], [2.126, 3.597, 1.856], [0.737, 4.707, 1.655], [2.748, 5.330, -0.546], [3.141, 4.063, -1.739], [3.595, 3.832, -0.034], [0.774, -2.295, -2.015], [0.962, -3.734, -2.001], [1.932, -4.142, -0.818], [2.086, -5.356, -0.633], [2.444, -3.191, -0.200], [0.860, -1.914, -2.953], [1.550, -1.922, -1.458], [1.407, -4.130, -2.927], [0.002, -4.242, -1.852], [-1.158, 2.819, -2.434], [-1.430, 2.039, -1.536], [-0.635, 1.255, -0.921], [-2.861, 1.858, -0.986], [-2.454, 0.506, 0.200], [-4.246, 0.239, 0.725], [-4.659, 0.911, 1.872], [-5.954, 0.814, 2.344], [-6.873, 0.024, 1.675], [-6.486, -0.647, 0.528], [-5.187, -0.545, 0.061], [-2.387, -0.959, -0.895], [-2.321, -0.914, -2.281], [-2.381, -2.080, -3.024], [-2.505, -3.305, -2.395], [-2.530, -3.362, -1.010], [-2.462, -2.200, -0.271], [-3.612, 1.599, -1.736], [-3.204, 2.749, -0.450], [-3.939, 1.525, 2.400], [-6.249, 1.354, 3.236], [-7.890, -0.058, 2.037], [-7.203, -1.254, -0.013], [-4.900, -1.084, -0.831], [-2.222, 0.031, -2.792], [-2.350, -2.032, -4.107], [-2.575, -4.213, -2.980], [-2.615, -4.315, -0.503], [-2.491, -2.238, 0.810], [-1.824, -4.274, 4.046], [-1.252, -3.198, 3.382], [-0.136, -3.375, 2.567], [0.439, -2.270, 1.968], [-0.001, -1.030, 2.143], [-1.057, -0.864, 2.923], [-1.725, -1.897, 3.557], [-1.610, -5.170, 3.634], [-2.793, -4.160, 4.302], [0.270, -4.360, 2.385], [1.282, -2.409, 1.309], [-1.400, 0.157, 3.042], [-2.606, -1.708, 4.159]], "mulliken_charge": [1.02, -0.87, 0.60, -1.06, -0.93, 1.30, -0.85, -0.46, -0.68, 1.07, -0.44, -1.39, 0.42, 0.49, -0.14, 0.08, 0.47, 0.33, 0.30, 0.33, 0.39, -1.31, 0.48, -0.16, -0.99, 0.46, -1.07, 0.33, 0.32, 0.36, -0.34, 0.61, 0.49, 0.40, 0.41, 0.23, 0.22, 0.23, -0.36, 0.50, -0.84, -0.68, 0.06, -0.24, 0.24, 0.06, -0.77, 0.21, 0.18, -1.33, 0.87, 0.70, -0.38, -0.73, -0.49, -0.64, -0.35, 0.12, -0.52, -0.82, -0.58, -0.81, -0.06, 0.43, 0.55, 0.08, 0.40, 0.34, 0.40, 0.32, 0.23, 0.36, 0.29, 0.32, 0.32, -0.65, 1.25, -1.07, -0.63, 0.07, -0.10, -0.79, 0.23, 0.21, 0.42, 0.66, 0.08, 0.32]}

No. 3
{"formula": "C35H40N4P2Re", "method": "ωB97M-V/def2-TZVPD", "s2": 3.8208, "total_charge": 2, "multiplicity": 4, "homo_energy_ev": [-12.12, -12.12], "orbital_gap_ev": [3.8, 2.8], "relative_energy_kcal_mol": 105.86, "species": ["Re", "C", "C", "C", "C", "C", "C", "C", "C", "C", "H", "H", "H", "H", "H", "H", "H", "H", "H", "H", "H", "H", "H", "H", "H", "P", "P", "N", "N", "N", "N", "C", "C", "C", "C", "C", "C", "C", "C", "C", "C", "C", "C", "C", "C", "C", "C", "C", "C", "H", "H", "H", "H", "H", "H", "H", "H", "H", "H", "H", "H", "H", "H", "H", "H", "H", "H", "H", "H", "C", "C", "C", "C", "C", "C", "C", "C", "H", "H", "H", "H", "H"], "positions_angstrom": [[-1.323, -0.891, -3.770], [-1.193, -1.588, 1.287], [-1.381, -2.640, 0.485], [-2.666, -3.359, 0.441], [-4.012, -2.619, 0.226], [-4.117, -1.321, -0.506], [-3.495, -0.145, -0.307], [-2.761, 0.431, 0.846], [-2.132, -0.558, 1.830], [0.273, -0.719, -4.986], [-0.479, -1.769, 2.118], [-0.518, -3.138, 0.008], [-2.816, -3.828, 1.422], [-2.564, -4.156, -0.308], [-4.625, -3.242, -0.435], [-4.583, -2.653, 1.166], [-4.501, -1.396, -1.530], [-3.190, 0.376, -1.244], [-3.436, 1.093, 1.439], [-1.889, 0.984, 0.469], [-1.584, 0.016, 2.599], [-2.970, -0.979, 2.389], [1.123, -0.387, -4.352], [0.320, -0.115, -5.919], [0.320, -1.812, -5.227], [-3.316, -1.374, -4.446], [-3.039, -4.827, -2.636], [-4.902, -0.327, -4.406], [-3.447, -1.506, -6.309], [-4.783, -5.227, -2.289], [-2.764, -6.550, -3.113], [-4.259, -2.978, -4.146], [-3.302, -4.172, -4.293], [-4.851, 1.049, -4.580], [-6.130, 1.508, -4.921], [-6.999, 0.381, -4.925], [-6.221, -0.734, -4.574], [-2.385, -1.222, -7.149], [-2.757, -1.527, -8.461], [-4.096, -2.018, -8.410], [-4.502, -1.986, -7.071], [-5.370, -5.299, -1.012], [-6.741, -5.490, -1.154], [-7.006, -5.586, -2.557], [-5.792, -5.456, -3.233], [-3.264, -7.708, -2.505], [-2.820, -8.817, -3.215], [-1.989, -8.343, -4.277], [-1.984, -6.957, -4.195], [-5.144, -3.137, -4.777], [-4.671, -2.855, -3.132], [-3.665, -4.919, -5.017], [-2.309, -3.824, -4.634], [-3.905, 1.562, -4.433], [-6.392, 2.525, -5.155], [-8.051, 0.359, -5.158], [-6.548, -1.756, -4.405], [-1.441, -0.851, -6.765], [-2.113, -1.418, -9.328], [-4.705, -2.365, -9.240], [-5.446, -2.288, -6.607], [-4.753, -5.226, -0.118], [-7.459, -5.521, -0.332], [-7.974, -5.772, -3.011], [-5.594, -5.489, -4.307], [-3.945, -7.635, -1.673], [-3.045, -9.845, -2.983], [-1.444, -8.942, -4.993], [-1.495, -6.222, -4.805], [-0.700, -0.294, -2.004], [-0.111, 0.031, -0.883], [0.798, 0.703, -0.036], [1.358, 0.165, 1.158], [1.994, 1.036, 2.033], [2.337, 2.332, 1.628], [1.914, 2.836, 0.401], [1.091, 2.047, -0.385], [1.223, -0.900, 1.351], [2.235, 0.692, 3.033], [2.903, 2.971, 2.296], [2.183, 3.835, 0.060], [0.644, 2.443, -1.292]], "mulliken_spin": [2.11, 0.01, -0.01, 0.00, 0.00, 0.00, -0.02, 0.01, -0.01, -0.02, 0.00, -0.01, 0.00, 0.00, 0.00, 0.00, 0.00, 0.02, 0.00, 0.00, 0.00, 0.00, 0.00, 0.02, 0.00, -0.16, 0.01, -0.04, 0.01, 0.00, 0.00, -0.01, -0.01, 0.31, 0.16, 0.10, 0.34, 0.02, 0.00, 0.01, 0.01, 0.00, 0.00, 0.00, 0.00, 0.00, 0.00, 0.00, 0.00, 0.01, 0.01, 0.00, 0.01, 0.01, 0.00, 0.00, 0.06, -0.01, 0.00, 0.00, -0.01, 0.00, 0.00, 0.00, 0.00, 0.00, 0.00, 0.00, 0.00, -0.33, 0.36, 0.00, 0.02, 0.00, 0.00, 0.00, 0.01, 0.00, 0.00, 0.00, 0.00, 0.00]}